{"formula": "C24H15BiF6N4O6S2", "method": "wB97M-V/def2-TZVPD", "charge": 0, "homo_ha": -0.33985, "relative_energy_kcal_mol": 8.08, "homo_lumo_gap_ev": 7.422, "spin_multiplicity": 1, "species": ["Bi", "C", "C", "C", "C", "C", "C", "N", "N", "C", "C", "C", "C", "C", "C", "H", "H", "H", "H", "H", "H", "H", "H", "H", "O", "C", "O", "C", "C", "C", "C", "C", "C", "C", "C", "C", "N", "H", "H", "H", "H", "H", "H", "F", "C", "F", "F", "S", "O", "O", "N", "S", "O", "O", "C", "F", "F", "F"], "coordinates": [[-0.203600, 0.017900, -0.372800], [-2.056200, 5.517600, 0.485900], [-3.176700, 4.878100, -0.032300], [-3.197900, 3.505200, -0.133800], [-2.083800, 2.763300, 0.284700], [-0.953400, 3.405200, 0.790000], [-0.950300, 4.783000, 0.891800], [-2.085900, 1.387200, 0.207400], [-3.198700, 0.804900, 0.166100], [-3.214700, -0.549100, 0.010700], [-4.463200, -1.161600, 0.173300], [-4.564200, -2.530200, 0.074900], [-3.427600, -3.281300, -0.190600], [-2.197100, -2.664000, -0.399500], [-2.059900, -1.291700, -0.305600], [-2.041500, 6.595200, 0.565400], [-4.034000, 5.454500, -0.350700], [-4.043600, 2.973600, -0.542400], [-0.113200, 2.808000, 1.099000], [-0.080700, 5.283000, 1.288400], [-5.309100, -0.534600, 0.404300], [-5.522600, -3.009500, 0.206700], [-3.496900, -4.357700, -0.225600], [-1.341800, -3.287400, -0.617500], [0.579400, -1.253200, 3.556000], [0.464400, -1.143900, 2.360600], [-0.111900, -0.137200, 1.777500], [0.939300, -2.247100, 1.442900], [1.441700, -3.456700, 1.948800], [1.732000, -4.465900, 1.068300], [1.581800, -4.242400, -0.319800], [1.843300, -5.219900, -1.301000], [1.725100, -4.919100, -2.630700], [1.352300, -3.629000, -3.041200], [1.054500, -2.666100, -2.118900], [1.146200, -2.956600, -0.745900], [0.790900, -2.032900, 0.163700], [1.555600, -3.550400, 3.016200], [2.086400, -5.428400, 1.413000], [2.148800, -6.204900, -0.984000], [1.933800, -5.668300, -3.377200], [1.303200, -3.401000, -4.093500], [0.774900, -1.664600, -2.404500], [4.372300, 1.487700, 1.207300], [4.992800, 0.891300, 0.192700], [5.668100, -0.149100, 0.688400], [5.874300, 1.738400, -0.327200], [3.734600, 0.337900, -1.091300], [2.688800, -0.286700, -0.319300], [4.421300, -0.525500, -1.996100], [3.296400, 1.674300, -1.793500], [2.593200, 2.759200, -0.895000], [1.611500, 2.225400, 0.006500], [3.443900, 3.792700, -0.413000], [1.501000, 3.596200, -2.200900], [0.823900, 4.616800, -1.662100], [0.574600, 2.723800, -2.642900], [2.151100, 4.059800, -3.259500]], "atomic_forces_ev_per_a": [[0.37, -0.35, 0.26], [0.15, -0.03, 0.05], [-0.02, 0.04, 0.04], [0.22, -0.26, 0.02], [-0.37, 1.82, 0.08], [-0.47, -0.41, -0.09], [-0.10, 0.14, 0.02], [-0.73, -1.91, 0.01], [0.31, 2.21, 0.30], [0.13, -1.82, -0.34], [0.39, 0.40, 0.02], [0.01, -0.21, -0.01], [-0.06, 0.08, -0.01], [0.03, -0.12, 0.06], [-0.31, 0.53, 0.13], [0.01, 0.05, 0.00], [0.00, 0.03, -0.04], [-0.09, 0.06, -0.02], [0.12, 0.10, 0.15], [0.09, 0.05, 0.02], [-0.16, 0.05, 0.00], [-0.03, -0.08, 0.05], [0.00, -0.12, -0.10], [0.03, -0.06, -0.04], [0.14, -0.16, 0.02], [0.02, -0.24, 0.50], [-0.15, 0.73, -0.82], [-0.07, -0.15, -0.02], [0.08, -0.21, -0.09], [-0.08, 0.38, 0.07], [-0.13, 0.42, -0.10], [0.05, 0.02, -0.21], [0.08, -0.17, 0.26], [-0.13, 0.30, 0.05], [0.06, -0.16, 0.06], [0.33, -0.98, -0.11], [-0.03, 0.13, 0.28], [-0.01, -0.04, 0.09], [0.00, -0.02, 0.04], [0.06, -0.13, 0.03], [0.04, -0.11, -0.06], [-0.02, 0.05, -0.13], [0.00, 0.11, -0.29], [-0.18, 0.06, -0.03], [0.22, -0.18, 0.09], [-0.22, -0.16, -0.23], [-0.13, -0.03, -0.18], [0.60, -0.58, 0.07], [-0.13, 0.03, 0.36], [0.23, 0.30, -0.22], [0.13, 0.05, 0.18], [-0.80, 1.25, -1.21], [-0.34, -0.19, 0.55], [0.27, 0.17, 0.03], [-0.16, -0.11, -0.04], [0.35, -0.13, 0.28], [0.09, -0.28, 0.07], [0.33, -0.15, 0.15]], "lowdin_charge": [1.904, -0.064, -0.072, -0.014, -0.264, -0.020, -0.060, -0.083, 0.106, -0.317, -0.008, -0.070, -0.059, -0.105, -0.237, 0.107, 0.106, 0.105, 0.084, 0.117, 0.115, 0.108, 0.107, 0.086, 0.119, -0.563, -0.185, -0.167, 0.045, 0.036, -0.133, -0.016, -0.057, -0.043, -0.023, -0.239, -0.040, 0.126, 0.125, 0.117, 0.109, 0.114, 0.083, 0.136, -0.668, 0.139, 0.148, 0.574, -0.379, -0.264, -0.280, 0.562, -0.423, -0.247, -0.645, 0.130, 0.088, 0.150]}

=====

{"formula": "C24H16CrF5N4O2S", "method": "wB97M-V/def2-TZVPD", "charge": 0, "homo_ha": [-0.29070, -0.28898], "relative_energy_kcal_mol": 0.00, "homo_lumo_gap_ev": [7.523, 7.728], "s_squared": 0.760, "spin_multiplicity": 2, "species": ["Cr", "O", "C", "C", "C", "C", "C", "C", "C", "N", "N", "C", "O", "C", "C", "C", "C", "C", "C", "H", "H", "H", "H", "H", "H", "H", "H", "H", "H", "F", "C", "C", "F", "C", "F", "C", "S", "C", "F", "C", "F", "C", "N", "C", "C", "N", "C", "H", "H", "H", "H", "H", "H"], "coordinates": [[0.232126, 0.567843, -0.208480], [0.259957, 0.938701, -2.012404], [-0.332277, 0.441133, -3.089391], [-0.133147, 1.077035, -4.321428], [-0.728031, 0.585994, -5.465749], [-1.530760, -0.554353, -5.424000], [-1.726517, -1.188428, -4.216186], [-1.138766, -0.708623, -3.040145], [-1.365917, -1.422616, -1.801475], [-0.863069, -1.083566, -0.675461], [-1.196340, -1.920582, 0.392258], [-0.695769, -1.411950, 1.472543], [0.011993, -0.316398, 1.481374], [-0.920722, -2.084638, 2.775137], [-0.268190, -1.610232, 3.908225], [-0.463376, -2.229703, 5.133777], [-1.313323, -3.321387, 5.231613], [-1.971444, -3.792413, 4.102038], [-1.777235, -3.178237, 2.876798], [0.485585, 1.964448, -4.340901], [-0.568632, 1.097154, -6.406923], [-1.993843, -0.932873, -6.324513], [-2.345127, -2.076713, -4.159509], [-1.997060, -2.308173, -1.815778], [0.379849, -0.748876, 3.819550], [0.045738, -1.857320, 6.013202], [-1.468525, -3.802897, 6.188657], [-2.640119, -4.639869, 4.179356], [-2.283388, -3.532877, 1.989941], [-3.913379, 5.398087, 1.717065], [-2.777031, 4.742028, 1.485541], [-2.799560, 3.488658, 0.901236], [-3.957132, 2.922095, 0.563673], [-1.602969, 2.841986, 0.672695], [-1.678348, 1.603599, 0.088991], [-0.359024, 3.360687, 0.993625], [1.146226, 2.498571, 0.706658], [-0.380721, 4.625109, 1.577770], [0.763841, 5.217323, 1.922971], [-1.558361, 5.307935, 1.822084], [-1.529392, 6.516227, 2.382651], [5.064779, -1.231151, -2.097673], [4.021788, -0.902518, -1.142031], [4.096574, -1.003836, 0.225835], [2.894841, -0.589802, 0.708440], [2.087959, -0.248864, -0.350592], [2.795285, -0.439173, -1.442662], [5.955380, -1.525669, -1.549635], [5.301159, -0.364251, -2.711510], [4.752212, -2.056768, -2.734365], [4.985353, -1.351451, 0.721380], [2.543737, -0.512145, 1.721388], [2.453114, -0.246258, -2.445659]], "atomic_forces_ev_per_a": [[0.24, 0.80, 0.14], [-0.10, -0.27, 0.04], [0.05, 0.17, 0.03], [-0.03, -0.03, 0.01], [0.00, 0.00, -0.02], [0.00, 0.01, 0.00], [0.01, 0.01, -0.01], [-0.02, -0.07, 0.07], [-0.01, 0.00, -0.11], [-0.18, -0.31, 0.02], [0.06, 0.11, -0.07], [0.05, 0.07, 0.19], [-0.06, -0.06, -0.12], [0.02, 0.01, -0.04], [-0.02, 0.02, 0.02], [0.00, 0.00, -0.01], [-0.01, 0.00, 0.00], [0.00, -0.01, 0.01], [0.02, -0.01, -0.01], [0.00, 0.01, -0.01], [0.00, 0.00, 0.00], [0.00, 0.00, 0.00], [0.00, 0.00, 0.00], [0.01, -0.01, -0.03], [0.00, -0.01, -0.01], [0.00, 0.00, 0.00], [0.00, 0.00, 0.00], [0.00, 0.00, 0.00], [0.00, 0.00, -0.01], [-0.01, 0.01, 0.01], [0.01, -0.02, -0.02], [0.03, 0.04, 0.01], [-0.01, -0.01, 0.00], [0.01, -0.04, -0.03], [0.04, -0.02, 0.02], [0.05, 0.01, 0.00], [-0.27, -0.31, -0.08], [-0.03, 0.02, 0.01], [0.03, 0.00, 0.01], [-0.01, -0.03, -0.02], [0.00, 0.03, 0.02], [0.00, 0.00, 0.02], [-0.03, 0.01, 0.00], [0.04, 0.00, 0.02], [-0.03, -0.08, -0.05], [0.16, -0.01, 0.08], [-0.04, -0.04, -0.06], [0.00, 0.00, -0.01], [0.00, 0.00, -0.01], [0.01, 0.00, 0.00], [0.00, 0.00, 0.00], [0.00, 0.00, 0.01], [0.01, 0.01, 0.00]], "lowdin_spin": [0.987, 0.019, 0.000, 0.004, -0.001, 0.005, 0.000, 0.004, -0.002, -0.003, 0.004, 0.006, 0.009, -0.001, 0.001, 0.000, 0.001, 0.000, 0.001, 0.000, 0.000, 0.000, 0.000, -0.001, 0.000, 0.000, 0.000, 0.000, 0.000, 0.000, 0.000, 0.000, 0.000, -0.001, 0.003, -0.003, -0.027, -0.001, 0.000, 0.000, 0.000, 0.000, -0.001, 0.000, 0.001, -0.003, -0.001, 0.000, 0.000, 0.000, 0.000, 0.000, 0.000]}

=====

{"formula": "C24H16FeN5O4", "method": "wB97M-V/def2-TZVPD", "charge": -1, "homo_ha": [-0.15969, -0.16473], "relative_energy_kcal_mol": 3.36, "homo_lumo_gap_ev": [6.045, 6.173], "s_squared": 6.036, "spin_multiplicity": 5, "species": ["Fe", "C", "C", "C", "C", "C", "C", "N", "C", "C", "C", "C", "C", "C", "N", "N", "C", "C", "C", "C", "C", "N", "H", "H", "H", "H", "H", "H", "H", "H", "H", "H", "H", "H", "H", "O", "C", "O", "C", "C", "C", "C", "C", "N", "C", "O", "O", "H", "H", "H"], "coordinates": [[-0.147663, 0.320490, -0.141659], [-2.161016, 5.552831, -0.169333], [-0.930370, 5.064887, -0.589588], [-0.469776, 3.837521, -0.143322], [-1.230179, 3.063609, 0.737268], [-2.476742, 3.549105, 1.133905], [-2.930420, 4.782205, 0.691464], [-0.748351, 1.806526, 1.118048], [-0.866937, 1.370393, 2.375324], [-1.031915, 2.196290, 3.528286], [-1.000958, 1.654472, 4.784649], [-0.832853, 0.268402, 5.005129], [-0.713239, -0.561755, 3.925014], [-0.753797, -0.031650, 2.621933], [-0.761644, -0.796669, 1.481180], [-0.798815, -2.052793, 1.573118], [-0.935426, -2.665477, 0.307348], [-1.018314, -4.057193, 0.266312], [-1.212782, -4.664225, -0.958125], [-1.325233, -3.874255, -2.099134], [-1.215155, -2.499290, -1.965598], [-1.015448, -1.903692, -0.793626], [-2.521587, 6.511200, -0.520531], [-0.322199, 5.641849, -1.275633], [0.485168, 3.452666, -0.479994], [-3.099763, 2.944860, 1.782859], [-3.903338, 5.134967, 1.012516], [-1.130702, 3.265061, 3.395567], [-1.088900, 2.313816, 5.641271], [-0.794911, -0.121065, 6.013622], [-0.584693, -1.629283, 4.037699], [-0.932211, -4.616231, 1.187045], [-1.281008, -5.742667, -1.028376], [-1.486767, -4.311936, -3.074358], [-1.284705, -1.847978, -2.829801], [3.737739, -1.053286, 1.114181], [2.753915, -0.544416, 0.580592], [1.837940, 0.170650, 1.088376], [2.601479, -0.743139, -0.945746], [3.571362, -1.268256, -1.784734], [3.312728, -1.297746, -3.150879], [2.112459, -0.792903, -3.645509], [1.200885, -0.290552, -2.736632], [1.451412, -0.302335, -1.435452], [-0.150923, 0.361355, -3.086645], [-0.543321, 0.287438, -4.245313], [-0.715443, 0.911990, -2.080855], [4.497362, -1.628499, -1.360029], [4.052601, -1.701279, -3.832214], [1.882817, -0.773430, -4.701211]], "atomic_forces_ev_per_a": [[0.59, 0.41, -0.96], [-0.01, -0.01, 0.00], [0.01, -0.04, 0.00], [0.00, 0.04, -0.04], [0.28, -0.03, -0.08], [-0.12, 0.06, 0.07], [0.00, 0.00, 0.00], [-0.51, 0.15, 0.01], [0.16, 0.01, 0.26], [0.04, -0.06, 0.10], [-0.02, 0.04, -0.08], [0.00, 0.00, -0.06], [-0.03, 0.07, -0.07], [-0.14, -0.05, 0.16], [0.12, -0.39, 0.55], [-0.24, -0.12, -0.15], [0.03, 0.19, -0.18], [0.00, 0.12, -0.03], [-0.01, 0.08, -0.10], [0.02, -0.07, 0.09], [0.04, -0.03, 0.00], [0.14, -0.06, 0.50], [0.00, 0.00, 0.00], [-0.01, 0.01, 0.00], [-0.01, -0.02, 0.02], [0.03, 0.00, 0.00], [-0.01, 0.01, 0.00], [0.01, -0.01, 0.01], [-0.01, 0.01, -0.01], [0.01, 0.00, -0.01], [-0.01, -0.01, 0.00], [0.00, 0.01, 0.01], [0.00, 0.00, 0.00], [0.00, 0.01, 0.00], [-0.02, -0.01, 0.00], [0.09, -0.03, 0.01], [-0.13, 0.14, -0.16], [-0.17, -0.33, -0.23], [-0.08, 0.07, 0.32], [0.00, -0.02, -0.17], [-0.06, 0.03, 0.10], [0.16, -0.06, -0.01], [-0.27, 0.15, -0.02], [0.11, -0.01, 0.06], [0.24, -0.06, 0.28], [-0.06, 0.06, -0.08], [-0.12, -0.25, -0.16], [-0.01, 0.01, 0.04], [0.00, 0.01, -0.01], [-0.04, 0.01, 0.00]], "lowdin_spin": [3.723, 0.003, 0.000, 0.004, 0.006, 0.003, 0.000, 0.036, 0.005, 0.000, 0.000, 0.001, 0.001, 0.007, 0.029, -0.002, -0.001, 0.002, -0.003, 0.002, 0.000, 0.026, 0.000, 0.000, 0.001, 0.000, 0.000, 0.000, 0.000, 0.000, 0.000, 0.000, 0.000, 0.000, 0.000, 0.003, 0.003, 0.042, 0.003, 0.001, 0.000, 0.001, 0.004, 0.029, 0.006, 0.008, 0.053, 0.000, 0.000, 0.000]}

=====

{"formula": "C24H16N2O7", "method": "wB97M-V/def2-TZVPD", "charge": 0, "homo_ha": -0.34442, "homo_lumo_gap_ev": 8.579, "smiles": "O=C(O)c1cc(NC(=O)c2ccc3c(c2)C(=O)N(Cc2ccccc2)C3=O)cc(C(=O)O)c1", "spin_multiplicity": 1, "species": ["O", "C", "O", "H", "C", "C", "C", "C", "C", "C", "H", "N", "C", "O", "C", "C", "C", "C", "C", "C", "H", "C", "O", "N", "C", "O", "C", "C", "C", "C", "C", "C", "C", "H", "H", "H", "H", "H", "H", "H", "H", "H", "H", "H", "C", "O", "O", "H", "H"], "coordinates": [[7.535884, 0.451923, -2.184704], [6.650977, -0.225181, -2.643106], [6.883532, -1.309122, -3.387787], [7.838504, -1.445807, -3.491307], [5.203968, 0.050240, -2.445142], [4.220988, -0.759480, -2.999205], [2.883883, -0.433477, -2.798692], [2.528614, 0.683996, -2.052227], [3.513670, 1.467401, -1.454824], [4.852020, 1.153297, -1.674382], [5.640395, 1.758032, -1.250230], [3.203949, 2.579381, -0.673554], [2.103177, 2.830458, 0.100810], [1.933811, 3.919939, 0.598308], [1.173485, 1.683207, 0.338439], [1.662235, 0.481717, 0.845723], [0.811259, -0.585641, 1.104671], [-0.531622, -0.416722, 0.838653], [-1.027644, 0.795827, 0.352404], [-0.192960, 1.864092, 0.109888], [-0.570995, 2.806572, -0.254518], [-2.496507, 0.654050, 0.175284], [-3.299597, 1.449381, -0.237406], [-2.787045, -0.644189, 0.566408], [-1.673372, -1.355613, 0.983741], [-1.680850, -2.500396, 1.356790], [-4.135639, -1.183950, 0.596215], [-4.783656, -0.897351, 1.926961], [-4.643892, -1.792467, 2.979234], [-5.205236, -1.509509, 4.212016], [-5.904284, -0.329412, 4.402227], [-6.037184, 0.570424, 3.358131], [-5.477030, 0.289461, 2.124405], [-5.571279, 0.993621, 1.310843], [-6.577663, 1.493814, 3.504717], [-6.343146, -0.109988, 5.364383], [-5.096018, -2.211199, 5.025702], [-4.090380, -2.708058, 2.830526], [-4.693513, -0.710698, -0.215460], [-4.058104, -2.260693, 0.427318], [1.184531, -1.518684, 1.496236], [2.719065, 0.380282, 1.044139], [3.895793, 3.320360, -0.658234], [1.486774, 0.939242, -1.956376], [1.843092, -1.302999, -3.402985], [2.069098, -2.212219, -4.157628], [0.599138, -0.985322, -3.012718], [-0.037502, -1.582860, -3.436080], [4.477276, -1.625677, -3.587604]], "atomic_forces_ev_per_a": [[-0.06, 0.03, 0.01], [0.44, 0.26, 0.19], [-0.13, -0.48, -0.33], [-0.12, 0.25, 0.17], [-0.35, -0.01, -0.05], [-0.05, 0.06, 0.03], [0.17, 0.22, 0.18], [0.16, -0.08, -0.20], [0.18, -0.52, -0.41], [-0.13, -0.10, -0.03], [0.07, 0.05, 0.08], [0.41, 0.48, 0.08], [0.07, -0.04, 0.02], [-0.17, 0.11, 0.05], [-0.37, -0.01, 0.31], [-0.12, 0.06, 0.03], [-0.16, -0.04, 0.00], [0.23, 0.63, -0.16], [0.56, -0.31, 0.19], [0.10, -0.06, 0.01], [-0.05, 0.11, -0.03], [-0.06, 0.05, -0.10], [0.01, 0.09, 0.01], [-0.32, -0.20, -0.14], [-0.02, -0.15, -0.01], [0.06, -0.01, 0.05], [-0.09, -0.01, 0.08], [-0.05, -0.05, -0.07], [-0.02, -0.01, -0.04], [0.01, -0.04, 0.08], [-0.02, 0.02, 0.08], [-0.03, 0.07, 0.03], [-0.02, -0.03, -0.03], [-0.01, 0.07, -0.10], [-0.05, 0.07, 0.01], [-0.04, 0.02, 0.07], [0.00, -0.06, 0.07], [0.06, -0.10, -0.03], [0.08, -0.12, 0.06], [-0.03, 0.14, -0.05], [0.04, -0.10, 0.05], [0.10, -0.01, -0.02], [-0.22, -0.04, 0.05], [-0.03, -0.01, -0.02], [-0.04, -0.42, -0.32], [0.08, 0.02, 0.02], [-0.37, 0.28, 0.25], [0.30, -0.01, -0.06], [0.00, -0.06, -0.04]], "lowdin_charge": [0.114, -0.488, 0.122, 0.139, -0.110, 0.063, -0.100, 0.059, -0.212, 0.070, 0.131, 0.147, -0.429, 0.106, -0.143, -0.002, 0.035, -0.060, -0.050, 0.079, 0.142, -0.347, 0.136, 0.053, -0.350, 0.133, -0.067, -0.203, -0.037, -0.080, -0.091, -0.079, -0.037, 0.110, 0.103, 0.101, 0.103, 0.110, 0.133, 0.133, 0.127, 0.130, 0.164, 0.122, -0.480, 0.124, 0.112, 0.137, 0.131]}